C51H54IrN7O5PS | ωB97M-V/def2-TZVPD

Geometry as XYZ:
```
120
Properties=species:S:1:pos:R:3:lowdin_charge:R:1
Ir -0.34 0.56 -0.53 1.402
N -3.08 2.00 2.49 0.181
C -2.21 1.25 1.84 -0.105
N -1.61 1.63 0.74 -0.011
C -1.89 2.89 0.19 -0.246
N -1.30 3.33 -0.88 0.135
N -0.42 2.41 -1.36 -0.135
C 0.42 2.70 -2.29 -0.002
C 1.25 1.58 -2.73 -0.237
C 2.22 1.72 -3.70 0.026
C 2.95 0.60 -4.09 0.007
C 2.67 -0.61 -3.50 0.015
C 1.70 -0.68 -2.51 -0.073
N 1.00 0.38 -2.12 -0.035
C -2.87 3.73 0.86 -0.072
C -3.24 4.98 0.36 0.014
C -4.18 5.73 1.03 -0.032
C -4.76 5.25 2.21 -0.027
C -4.40 4.02 2.72 0.010
C -3.46 3.26 2.03 -0.153
H -3.48 1.64 3.35 0.179
H -1.98 0.28 2.26 0.123
H 0.48 3.69 -2.71 0.155
H 2.40 2.69 -4.14 0.135
H 3.71 0.69 -4.85 0.131
H 3.20 -1.51 -3.78 0.128
H 1.44 -1.62 -2.05 0.083
H -2.77 5.34 -0.54 0.122
H -4.47 6.70 0.64 0.121
H -5.48 5.86 2.74 0.124
H -4.84 3.65 3.64 0.126
C 0.34 -0.08 3.33 -0.038
C 0.17 -1.57 3.25 -0.241
C 0.39 -2.29 4.42 -0.041
C 0.28 -3.66 4.47 -0.044
C -0.05 -4.37 3.32 -0.048
C -0.27 -3.68 2.14 -0.096
C -0.17 -2.28 2.09 -0.289
P -0.68 -1.57 0.49 1.039
C -0.19 -2.86 -0.70 -0.335
C -1.15 -3.46 -1.51 -0.065
C -0.79 -4.45 -2.41 -0.054
C 0.53 -4.86 -2.48 -0.043
C 1.49 -4.26 -1.68 -0.029
C 1.16 -3.25 -0.78 -0.317
C 2.24 -2.64 0.07 -0.043
C -2.49 -1.54 0.51 -0.341
C -3.27 -2.23 1.43 -0.051
C -4.65 -2.07 1.42 -0.049
C -5.24 -1.21 0.50 -0.045
C -4.46 -0.51 -0.40 -0.018
C -3.08 -0.66 -0.41 -0.319
C -2.20 0.10 -1.34 -0.221
H 1.32 0.16 3.74 0.095
H -0.40 0.36 4.01 0.096
H 0.27 0.41 2.37 0.016
H 0.64 -1.74 5.32 0.115
H 0.45 -4.19 5.40 0.120
H -0.13 -5.45 3.34 0.118
H -0.53 -4.24 1.25 0.114
H -2.19 -3.16 -1.43 0.110
H -1.55 -4.92 -3.03 0.114
H 0.82 -5.64 -3.17 0.117
H 2.52 -4.59 -1.74 0.124
H 3.22 -2.81 -0.38 0.096
H 2.25 -3.08 1.07 0.084
H 2.12 -1.56 0.20 0.063
H -2.81 -2.89 2.15 0.110
H -5.26 -2.62 2.13 0.116
H -6.32 -1.09 0.49 0.117
H -4.93 0.17 -1.11 0.122
H -2.70 0.97 -1.77 0.076
H -1.82 -0.53 -2.16 0.065
C 3.58 -2.51 6.05 -0.037
C 4.15 -1.48 5.12 -0.259
C 4.21 -1.70 3.75 -0.035
C 4.75 -0.75 2.89 -0.045
C 5.24 0.44 3.42 -0.299
C 5.19 0.68 4.79 -0.041
C 4.64 -0.27 5.63 -0.018
S 5.98 1.63 2.36 0.642
O 5.84 1.17 1.01 -0.309
O 7.27 1.99 2.85 -0.262
N 5.01 2.95 2.65 -0.130
C 3.56 2.82 2.50 -0.201
C 3.10 2.50 1.07 -0.081
C 1.62 2.24 1.02 -0.599
O 0.77 3.02 1.41 0.078
O 1.33 1.04 0.53 -0.227
H 3.65 -3.51 5.62 0.085
H 2.53 -2.31 6.26 0.060
H 4.11 -2.52 7.01 0.089
H 3.86 -2.65 3.35 0.110
H 4.82 -0.92 1.83 0.109
H 5.60 1.60 5.19 0.127
H 4.62 -0.09 6.70 0.123
H 5.40 3.76 2.19 0.124
H 3.12 3.76 2.84 0.132
H 3.22 2.04 3.19 0.112
H 3.64 1.65 0.69 0.095
H 3.30 3.36 0.42 0.139
O -0.84 -0.38 -4.04 0.046
C -1.11 -0.45 -5.23 -0.468
C -2.12 -1.41 -5.79 -0.089
C -3.46 -0.64 -5.72 -0.168
C -3.47 0.78 -6.32 -0.179
C -2.69 1.85 -5.53 -0.167
C -1.18 1.87 -5.81 -0.164
N -0.69 0.52 -6.12 0.062
H -2.17 -2.32 -5.19 0.115
H -1.88 -1.67 -6.82 0.126
H -3.75 -0.56 -4.67 0.111
H -4.22 -1.24 -6.22 0.118
H -4.52 1.09 -6.36 0.115
H -3.13 0.75 -7.36 0.120
H -2.86 1.68 -4.46 0.099
H -3.10 2.84 -5.76 0.114
H -0.63 2.26 -4.95 0.089
H -0.94 2.50 -6.67 0.125
H -0.89 0.27 -7.08 0.124
```

Its net charge is +2. As for the energy above the lowest of the compared OMol25 structures with the same formula, charge and spin: 0.0 kJ/mol. Its LUMO energy (spin up / spin down) is -6.17 / -7.73 eV. Its multiplicity is 2.